w.
DFT (wB97M-V/def2-TZVPD) results for the molecule C5H10N2.

Values from the calculation:
HOMO (alpha / beta)   -7.68 / -7.68 eV
Frontier orbital gap (alpha / beta)   8.5 / 8.5 eV
LUMO energy (alpha / beta)   0.8 / 0.8 eV

Structure (XYZ):
```
17
C5H10N2 (wB97M-V/def2-TZVPD)
C 0.99 -0.51 -1.65
C -0.21 0.42 -1.79
C 0.56 -1.04 1.21
C -0.15 0.23 0.65
C -1.09 0.83 1.73
N 0.13 -1.35 -0.73
N -0.78 -0.24 -0.60
H 1.26 -1.01 -2.64
H 1.76 -0.21 -1.08
H 0.04 1.53 -1.59
H -0.81 0.24 -2.63
H 1.58 -0.84 1.36
H 0.09 -1.91 1.62
H 0.47 1.02 0.24
H -1.79 0.08 1.74
H -1.53 1.84 1.53
H -0.53 0.94 2.63
```


x.
DFT (wB97M-V/def2-TZVPD) results for the molecule C5H10N2.

Values from the calculation:
HOMO   -7.47 eV
Structure (SMILES)   C=NC/C=C\NC
Frontier orbital gap   8.5 eV
LUMO energy   1.0 eV

Structure (XYZ):
```
17
C5H10N2 (wB97M-V/def2-TZVPD)
C 2.49 1.33 0.08
N 1.47 0.58 0.36
C 1.67 -0.83 0.27
C 0.36 -1.60 0.19
C -0.91 -1.15 -0.06
N -1.22 0.19 -0.18
C -2.52 0.49 0.47
H 2.55 2.40 0.22
H 3.33 0.89 -0.43
H 2.32 -1.17 1.09
H 2.23 -1.07 -0.63
H 0.43 -2.66 0.39
H -1.44 -2.03 -0.17
H -0.51 0.85 0.05
H -2.91 1.47 0.10
H -3.11 -0.27 0.07
H -2.35 0.50 1.61
```


Which of them is least stable? Easy: w.


w.
DFT (wB97M-V/def2-TZVPD) results for the molecule C5H10N2.

Values from the calculation:
HOMO   -6.55 eV
Frontier orbital gap   7.4 eV
LUMO energy   0.8 eV

Structure (XYZ):
```
17
C5H10N2 (wB97M-V/def2-TZVPD)
C 0.96 -0.35 -0.31
C 1.20 0.44 -1.55
C 0.45 0.78 1.13
C -0.36 -0.59 0.19
N -0.50 -1.74 1.03
N -2.25 0.88 0.05
C -1.60 -0.09 -0.41
H 1.71 -1.08 -0.02
H -0.24 -2.59 0.54
H -1.44 -1.83 1.37
H -3.11 1.09 -0.46
H 2.21 0.84 -1.59
H 0.49 1.27 -1.65
H 1.04 -0.21 -2.42
H 0.85 0.32 2.02
H 1.11 1.58 0.80
H -0.52 1.30 1.28
```


x.
DFT (wB97M-V/def2-TZVPD) results for the molecule C5H10N2.

Values from the calculation:
HOMO   -9.44 eV
Structure (SMILES)   C[C@]12CCCN1N2
Frontier orbital gap   10.4 eV
LUMO energy   1.0 eV

Structure (XYZ):
```
17
C5H10N2 (wB97M-V/def2-TZVPD)
C 2.16 -0.22 -0.38
C 0.80 0.09 0.11
C -0.20 -1.06 0.17
C -1.60 -0.34 0.22
C -1.21 0.96 -0.51
N 0.19 1.27 -0.53
N 0.61 1.27 0.91
H 2.63 0.65 -0.74
H 2.04 -0.82 -1.22
H 2.70 -0.88 0.46
H 0.06 -1.68 1.11
H -0.21 -1.75 -0.63
H -2.36 -0.90 -0.24
H -2.08 -0.28 1.33
H -1.56 1.00 -1.54
H -1.79 1.69 0.03
H -0.18 1.00 1.45
```


Which of them is least stable? Easy: w.


w.
DFT (wB97M-V/def2-TZVPD) results for the molecule C2H7N3.

Values from the calculation:
HOMO   -8.70 eV
Structure (SMILES)   C/N=N/NC
Frontier orbital gap   9.8 eV
LUMO energy   1.1 eV

Structure (XYZ):
```
12
C2H7N3 (wB97M-V/def2-TZVPD)
C -2.07 0.05 0.05
N -0.63 0.03 -0.07
N -0.07 -1.10 0.02
N 1.21 -1.00 0.14
C 1.68 0.70 -0.04
H -2.51 -0.91 -0.22
H -2.36 0.31 1.08
H -2.45 0.83 -0.61
H 1.71 -1.84 -0.13
H 2.72 0.57 0.20
H 1.53 0.95 -1.08
H 1.24 1.41 0.65
```


x.
DFT (wB97M-V/def2-TZVPD) results for the molecule C2H7N3.

Values from the calculation:
HOMO   -9.32 eV
Structure (SMILES)   [H]/N=C(\N)NC
Frontier orbital gap   10.4 eV
LUMO energy   1.0 eV

Structure (XYZ):
```
12
C2H7N3 (wB97M-V/def2-TZVPD)
H -1.89 -1.21 0.91
N -1.06 -1.03 0.39
C -0.43 0.03 0.57
N -0.66 1.04 1.50
N 0.76 0.32 -0.19
C 0.83 -0.46 -1.42
H -0.02 1.81 1.44
H -1.61 1.31 1.67
H 1.54 0.15 0.42
H 0.80 -1.53 -1.24
H 0.01 -0.19 -2.08
H 1.74 -0.23 -1.97
```


Which of them is least stable? Easy: w.


w.
DFT (wB97M-V/def2-TZVPD) results for the molecule C2H7N3.

Values from the calculation:
HOMO   -9.01 eV
Structure (SMILES)   [H]/N=C/NNC
Frontier orbital gap   10.0 eV
LUMO energy   1.0 eV

Structure (XYZ):
```
12
C2H7N3 (wB97M-V/def2-TZVPD)
H -2.60 0.60 2.00
N -1.80 1.10 1.59
C -0.97 0.36 1.00
N 0.11 0.81 0.33
N 1.12 -0.02 -0.17
C 0.87 -0.66 -1.42
H -1.02 -0.77 0.98
H 0.29 1.86 0.37
H 1.55 -0.69 0.52
H 1.57 -1.50 -1.45
H 1.05 0.04 -2.29
H -0.17 -1.11 -1.47
```


x.
DFT (wB97M-V/def2-TZVPD) results for a cluster of 2 separate species, C2H7N3 in total.

Values from the calculation:
HOMO   -9.62 eV
Structure (SMILES)   [H]/N=C\N.C=N
Frontier orbital gap   10.3 eV
LUMO energy   0.7 eV

Structure (XYZ):
```
12
C2H7N3 (wB97M-V/def2-TZVPD)
H 3.85 0.85 0.65
N 3.29 0.26 0.04
C 2.05 0.48 0.00
N 1.22 0.91 1.06
H 1.52 0.26 -0.94
H 1.86 1.40 1.71
H 0.41 1.48 0.88
C -2.76 -1.50 -0.89
N -3.55 -0.54 -0.62
H -2.82 -2.07 -1.81
H -1.81 -1.48 -0.33
H -3.26 -0.04 0.23
```


y.
DFT (wB97M-V/def2-TZVPD) results for the molecule C2H7N3.

Values from the calculation:
HOMO (alpha / beta)   -6.53 / -6.39 eV
Frontier orbital gap (alpha / beta)   7.3 / 7.1 eV
LUMO energy (alpha / beta)   0.7 / 0.7 eV

Structure (XYZ):
```
12
C2H7N3 (wB97M-V/def2-TZVPD)
C -0.46 -0.44 0.69
C 0.90 0.62 -0.87
N -0.52 0.70 1.48
N -0.24 -0.41 -0.62
N -0.25 -1.42 -1.44
H -0.75 -1.38 1.14
H -0.71 0.53 2.46
H -0.84 1.55 1.02
H -0.56 -2.27 -0.95
H 1.17 0.44 -1.91
H 1.74 0.45 -0.21
H 0.51 1.63 -0.78
```


Which of them is least stable? Easy: y.


w.
DFT (wB97M-V/def2-TZVPD) results for a structure of composition C3H4N3.

Values from the calculation:
Charge   +1
HOMO (alpha / beta)   -14.44 / -14.44 eV
Frontier orbital gap (alpha / beta)   7.9 / 7.9 eV
LUMO energy (alpha / beta)   -6.5 / -6.5 eV

Structure (XYZ):
```
10
C3H4N3 (wB97M-V/def2-TZVPD)
C 1.01 0.80 0.54
C -1.67 -0.92 -1.50
C 2.16 1.08 1.01
N -0.12 0.56 0.19
N -1.70 -2.08 -1.51
N -1.30 0.20 0.09
H 2.67 2.15 1.04
H 2.68 0.26 1.51
H -1.67 -3.08 -1.33
H -2.06 1.06 -0.04
```


x.
DFT (wB97M-V/def2-TZVPD) results for a cluster of 2 separate species, C3H4N3 in total.

Values from the calculation:
Charge   +1
HOMO (alpha / beta)   -16.09 / -16.10 eV
Frontier orbital gap (alpha / beta)   7.1 / 7.1 eV
LUMO energy (alpha / beta)   -9.0 / -9.0 eV

Structure (XYZ):
```
10
C3H4N3 (wB97M-V/def2-TZVPD)
C 4.02 0.60 0.33
C 3.39 -0.34 0.04
C -1.44 -0.37 0.43
N 1.74 -1.76 -0.50
N -0.31 -0.72 -0.42
N 0.73 -1.28 -0.29
H 4.69 1.40 0.62
H -2.37 -0.72 -0.08
H -1.20 0.66 0.65
H -1.36 -1.12 1.33
```


Which of them is least stable? Easy: x.


w.
DFT (wB97M-V/def2-TZVPD) results for a cluster of 2 separate species, C4H11NO3 in total.

Values from the calculation:
HOMO   -8.40 eV
Frontier orbital gap   3.7 eV
LUMO energy   -4.7 eV

Structure (XYZ):
```
19
C4H11NO3 (wB97M-V/def2-TZVPD)
C 0.64 -0.02 -0.89
C -0.11 -0.19 -2.17
O -1.01 -1.25 -2.00
C -0.16 0.57 0.46
N -1.45 -0.07 0.34
C -1.67 -1.04 1.46
O 0.59 0.27 1.67
H 1.07 -1.07 -0.68
H 1.50 0.61 -0.86
H 0.63 -0.49 -2.96
H -0.59 0.71 -2.52
H -1.39 -0.58 -0.56
H -0.20 1.75 0.57
H -0.98 -1.87 1.43
H -1.32 -0.37 2.35
H -2.77 -1.35 1.62
H 3.50 1.81 0.77
H 1.38 0.89 1.54
O 2.55 1.55 0.80
```


x.
DFT (wB97M-V/def2-TZVPD) results for a cluster of 2 separate species, C4H11NO3 in total.

Values from the calculation:
HOMO   -9.57 eV
Structure (SMILES)   N[C@H](C=O)CCO.O
Frontier orbital gap   9.9 eV
LUMO energy   0.4 eV

Structure (XYZ):
```
19
C4H11NO3 (wB97M-V/def2-TZVPD)
N -0.16 2.23 -0.52
C 0.03 0.78 -0.45
C 1.40 0.34 -0.92
O 1.69 -0.83 -0.94
C -1.09 -0.09 -1.02
C -1.53 -1.24 -0.16
O -2.33 -0.82 0.97
H -1.04 2.53 -0.90
H 0.26 2.73 0.24
H -0.11 0.63 0.64
H 2.08 1.10 -1.32
H -0.91 -0.45 -2.04
H -1.94 0.53 -1.34
H -0.72 -1.83 0.25
H -2.32 -1.78 -0.67
H -1.95 -0.31 1.67
O 2.10 -0.49 2.34
H 1.31 0.05 2.42
H 1.95 -0.92 1.49
```


Which of them is least stable? Easy: w.